{
  "formula": "C30H34N3O",
  "method": "ωB97M-V/def2-TZVPD",
  "elements": ["C", "C", "C", "C", "C", "C", "N", "C", "C", "O", "C", "C", "C", "C", "H", "H", "H", "H", "H", "H", "H", "H", "H", "H", "H", "H", "H", "H", "H", "C", "N", "C", "C", "C", "C", "C", "C", "C", "C", "C", "C", "C", "C", "C", "N", "C", "C", "C", "C", "H", "H", "H", "H", "H", "H", "H", "H", "H", "H", "H", "H", "H", "H", "H", "H", "H", "H", "H"],
  "xyz": [[3.269, -3.486, 0.460], [2.450, -3.136, 1.541], [1.168, -2.663, 1.312], [0.659, -2.525, 0.000], [-0.699, -2.061, -0.195], [-1.305, -1.885, -1.413], [-2.639, -1.679, -1.627], [-3.078, -1.762, -3.030], [-4.490, -1.215, -3.183], [-5.374, -1.822, -2.234], [-4.977, -1.508, -0.896], [-3.588, -2.058, -0.583], [1.505, -2.866, -1.079], [2.790, -3.345, -0.846], [4.271, -3.871, 0.639], [2.813, -3.245, 2.562], [0.524, -2.387, 2.148], [-1.296, -1.938, 0.710], [-0.698, -1.866, -2.319], [-2.382, -1.183, -3.650], [-3.069, -2.816, -3.369], [-4.467, -0.113, -3.059], [-4.905, -1.484, -4.166], [-4.975, -0.411, -0.734], [-5.736, -1.985, -0.259], [-3.660, -3.159, -0.503], [-3.253, -1.657, 0.377], [1.134, -2.768, -2.097], [3.422, -3.620, -1.689], [3.773, -0.978, 5.068], [3.516, 0.297, 4.432], [3.931, 1.445, 5.212], [2.932, 0.408, 3.164], [1.535, 0.570, 3.027], [0.963, 0.697, 1.777], [1.752, 0.679, 0.599], [1.170, 0.895, -0.692], [0.129, 1.795, -0.905], [-0.585, 2.018, -2.157], [-0.519, 1.400, -3.394], [-1.310, 1.906, -4.439], [-2.142, 3.021, -4.241], [-2.209, 3.659, -2.990], [-1.438, 3.128, -1.965], [-1.275, 3.566, -0.640], [-1.901, 4.720, -0.020], [-0.373, 2.773, -0.005], [3.145, 0.439, 0.746], [3.725, 0.344, 1.993], [3.429, -1.801, 4.429], [4.851, -1.098, 5.262], [3.251, -1.031, 6.036], [3.708, 2.372, 4.671], [3.409, 1.458, 6.181], [5.012, 1.397, 5.415], [0.921, 0.595, 3.930], [-0.117, 0.810, 1.686], [1.681, 0.504, -1.570], [0.144, 0.545, -3.524], [-1.270, 1.434, -5.421], [-2.741, 3.395, -5.071], [-2.830, 4.534, -2.812], [-2.559, 5.209, -0.742], [-2.485, 4.417, 0.860], [-1.140, 5.435, 0.322], [-0.058, 2.966, 1.015], [3.755, 0.368, -0.156], [4.804, 0.220, 2.101]],
  "forces_ev_per_a": [[-0.10, 0.08, 0.12], [0.24, -0.10, -0.35], [-0.32, 0.12, -0.52], [1.08, -0.09, 0.06], [-1.10, 0.24, -0.85], [0.63, 0.06, 1.23], [0.01, 0.44, -0.35], [-0.25, -0.46, 0.28], [-0.26, -0.18, 0.17], [0.62, 0.59, 0.17], [-0.10, -0.07, -0.29], [-0.33, -0.26, -0.37], [-0.10, 0.09, 0.57], [0.00, 0.09, 0.14], [-0.23, 0.07, -0.06], [-0.06, 0.00, -0.24], [0.12, -0.12, -0.12], [0.14, -0.23, -0.20], [-0.21, -0.20, 0.13], [-0.13, -0.12, 0.12], [0.04, 0.28, 0.07], [-0.19, -0.36, 0.00], [0.26, 0.27, 0.27], [-0.16, -0.32, -0.15], [0.35, 0.29, -0.06], [0.20, 0.25, 0.01], [-0.09, -0.07, -0.13], [0.17, -0.15, 0.14], [-0.12, 0.05, 0.20], [0.00, -0.05, -0.19], [0.10, -0.03, 0.33], [-0.13, 0.03, -0.18], [-0.18, 0.06, -0.53], [0.47, 0.04, 0.06], [-0.06, 0.33, -0.27], [0.38, -0.53, 0.79], [-0.14, 1.27, 0.44], [-0.05, -0.60, -0.19], [-0.16, 0.59, 0.02], [-0.31, 0.10, -0.41], [0.19, -0.09, 0.36], [0.12, 0.04, 0.48], [-0.03, -0.22, -0.22], [0.39, -0.48, -0.39], [1.27, -1.17, 1.03], [-0.16, 0.44, 0.39], [-0.78, 0.74, -0.84], [-0.46, -0.01, -0.62], [-0.22, -0.03, 0.51], [0.11, 0.19, 0.20], [-0.18, -0.13, -0.04], [0.07, -0.11, -0.18], [0.08, -0.17, 0.16], [0.08, 0.12, -0.13], [-0.16, 0.13, -0.04], [0.18, -0.06, -0.27], [0.20, -0.22, 0.02], [-0.18, -0.24, 0.12], [-0.20, 0.16, -0.20], [-0.02, 0.16, 0.29], [0.17, -0.06, 0.25], [0.03, -0.21, -0.25], [0.15, -0.11, 0.20], [0.07, 0.00, -0.37], [-0.19, -0.21, -0.27], [-0.13, 0.12, -0.25], [-0.10, 0.02, 0.26], [-0.34, -0.02, -0.05]],
  "total_energy_ev": -38171.9207,
  "homo_energy_ev": -9.50,
  "gap_ev": 4.7,
  "total_charge": 1
}

***

{
  "formula": "C30H35FN4O4Rh",
  "method": "ωB97M-V/def2-TZVPD",
  "elements": ["Rh", "C", "O", "C", "C", "C", "C", "C", "C", "O", "C", "O", "C", "H", "H", "H", "H", "H", "H", "H", "H", "H", "F", "C", "C", "C", "C", "C", "C", "C", "H", "H", "H", "H", "H", "H", "C", "C", "N", "C", "C", "N", "H", "H", "H", "H", "H", "H", "C", "C", "N", "C", "C", "C", "O", "C", "C", "C", "C", "N", "C", "H", "H", "H", "H", "H", "H", "H", "H", "H", "H", "H", "H", "H", "H"],
  "xyz": [[10.746, 17.142, 7.646], [9.017, 11.012, 5.373], [9.641, 10.782, 6.687], [10.069, 11.857, 7.340], [10.158, 11.724, 8.727], [10.552, 12.786, 9.429], [10.902, 14.042, 8.856], [11.062, 15.077, 9.759], [10.893, 14.833, 11.272], [11.254, 16.285, 9.473], [10.781, 14.148, 7.409], [10.890, 15.270, 6.778], [10.399, 13.015, 6.689], [8.285, 10.200, 5.371], [9.672, 11.096, 4.467], [8.435, 11.882, 5.444], [9.812, 10.767, 9.180], [10.719, 12.583, 10.465], [9.851, 14.435, 11.350], [10.918, 15.799, 11.733], [11.645, 14.173, 11.710], [10.479, 13.052, 5.653], [7.243, 16.887, 11.733], [7.167, 15.598, 11.193], [6.479, 14.629, 11.904], [6.339, 13.354, 11.390], [6.854, 12.988, 10.099], [6.695, 11.685, 9.620], [7.506, 14.056, 9.370], [7.637, 15.320, 9.931], [6.179, 15.030, 12.849], [5.868, 12.581, 12.017], [6.096, 10.976, 10.273], [7.157, 11.410, 8.705], [7.900, 13.810, 8.358], [8.124, 16.122, 9.349], [7.234, 17.398, 6.390], [7.586, 17.979, 7.673], [8.851, 18.128, 8.134], [8.740, 18.802, 9.369], [7.419, 19.105, 9.556], [6.775, 18.543, 8.536], [7.728, 16.420, 6.252], [7.373, 18.023, 5.520], [6.160, 17.153, 6.523], [9.570, 18.923, 10.079], [6.946, 19.602, 10.442], [5.736, 18.455, 8.468], [7.828, 21.408, 5.935], [8.947, 21.940, 5.102], [9.785, 22.927, 5.886], [9.022, 24.113, 6.335], [8.559, 23.993, 7.766], [10.932, 22.635, 6.529], [11.517, 23.326, 7.367], [11.570, 21.268, 6.241], [12.604, 21.155, 5.398], [13.286, 19.968, 5.217], [12.769, 18.893, 5.872], [11.729, 18.886, 6.673], [11.127, 20.120, 6.884], [7.262, 20.700, 5.331], [7.054, 22.149, 6.117], [8.096, 20.856, 6.871], [8.581, 22.450, 4.192], [9.539, 21.054, 4.908], [8.193, 24.192, 5.633], [9.700, 24.936, 6.210], [8.226, 22.962, 8.066], [7.794, 24.731, 8.021], [9.377, 24.178, 8.452], [13.105, 21.956, 4.836], [14.196, 19.938, 4.584], [13.197, 17.905, 5.763], [10.379, 20.183, 7.658]],
  "forces_ev_per_a": [[0.13, 0.10, -0.43], [0.31, -1.43, 0.70], [-0.37, -0.16, -1.51], [0.09, -0.14, -0.58], [-0.93, -1.69, -0.05], [1.07, 0.06, 0.48], [-0.78, -1.53, -1.18], [0.37, 0.81, 1.73], [-0.86, -0.30, -1.17], [0.12, 0.64, -0.02], [-0.35, 0.72, 1.47], [0.23, 0.46, -0.53], [0.43, -0.04, 1.22], [0.48, -0.11, -0.76], [-0.22, -0.50, 1.13], [-0.65, 1.49, 0.06], [0.58, 0.90, -0.32], [-0.19, 0.41, 0.57], [0.92, 0.06, 0.43], [0.14, 0.43, 0.35], [-0.26, -0.04, -0.10], [-0.23, 0.18, -1.61], [0.11, -1.61, -0.76], [-0.61, 0.53, 0.06], [0.67, 0.61, -0.13], [-0.03, -0.29, 0.38], [0.05, 1.30, 0.38], [-0.95, -0.17, 1.68], [-0.27, -1.02, 0.09], [0.84, 0.71, -1.36], [-0.63, -0.68, 0.72], [0.14, 0.41, -0.44], [1.00, 0.74, -1.25], [0.09, -0.51, -0.59], [-0.25, 0.45, 0.84], [-0.21, -0.53, 0.42], [-1.53, -1.76, 0.20], [3.65, 0.48, 0.11], [-0.83, 0.13, 0.92], [-0.05, -0.24, -0.60], [1.31, 0.83, 2.92], [-4.35, -0.06, -0.74], [0.02, 0.53, -0.05], [0.11, 0.28, -0.06], [0.34, 0.07, -0.73], [-0.42, 0.08, -0.70], [0.38, -0.75, -1.30], [1.43, 0.37, 0.02], [-1.69, -0.64, 0.33], [1.32, 0.57, 1.10], [-0.98, -0.50, -0.36], [0.38, -0.85, -0.30], [-0.20, -0.68, 1.17], [0.92, -0.71, 0.94], [-0.92, -0.20, -1.09], [-2.32, 0.38, 1.09], [3.33, 0.51, -2.27], [0.23, 0.55, -0.35], [1.07, -2.52, -0.39], [-1.89, 2.55, 1.05], [1.15, -1.02, -0.07], [0.12, -0.39, -0.24], [0.17, 0.27, 0.56], [0.10, 0.74, -0.69], [0.32, -0.43, 0.38], [0.51, 0.29, -0.75], [-0.01, 0.27, 0.04], [0.01, 0.70, 0.01], [-0.06, 0.99, -0.62], [-0.11, -0.19, -0.20], [0.33, 0.18, -0.03], [-0.95, 0.34, 0.51], [-0.87, -0.26, 0.56], [0.30, -0.01, -0.19], [-0.32, -0.18, -0.12]],
  "total_energy_ev": -51545.1139,
  "homo_energy_ev": [-9.62, -10.84],
  "gap_ev": [7.2, 7.2],
  "s_squared": 6.05,
  "total_charge": 1,
  "multiplicity": 5
}

***

{
  "formula": "C30H35N3O5S",
  "method": "ωB97M-V/def2-TZVPD",
  "elements": ["C", "C", "O", "C", "C", "C", "C", "S", "O", "O", "N", "C", "C", "C", "C", "C", "O", "C", "C", "O", "N", "C", "C", "C", "C", "C", "C", "C", "C", "C", "N", "C", "C", "C", "C", "C", "C", "C", "C", "H", "H", "H", "H", "H", "H", "H", "H", "H", "H", "H", "H", "H", "H", "H", "H", "H", "H", "H", "H", "H", "H", "H", "H", "H", "H", "H", "H", "H", "H", "H", "H", "H", "H", "H"],
  "xyz": [[-0.715, 0.414, -4.246], [-0.281, -0.991, -3.841], [1.128, -1.141, -3.803], [1.835, -0.663, -2.757], [3.222, -0.838, -2.843], [4.046, -0.417, -1.821], [3.494, 0.203, -0.714], [4.514, 0.592, 0.699], [5.896, 0.616, 0.323], [3.971, 1.728, 1.378], [4.283, -0.778, 1.668], [5.007, -1.932, 1.188], [2.945, -0.936, 2.074], [2.113, -1.929, 1.570], [0.776, -1.988, 1.929], [0.252, -1.044, 2.802], [-1.063, -0.959, 3.172], [-1.964, -1.918, 2.675], [-2.247, -1.897, 1.164], [-2.179, -2.934, 0.528], [-2.641, -0.725, 0.621], [-3.191, -0.599, -0.667], [-3.137, -1.476, -1.732], [-3.774, -1.110, -2.911], [-4.452, 0.094, -3.038], [-5.134, 0.466, -4.320], [-4.512, 0.958, -1.944], [-3.887, 0.608, -0.770], [-3.827, 1.337, 0.542], [-3.533, 2.840, 0.440], [-2.834, 3.250, 1.641], [-2.865, 4.676, 1.870], [-1.474, 2.731, 1.674], [-1.389, 1.354, 1.016], [-2.689, 0.587, 1.266], [1.096, -0.072, 3.344], [2.425, -0.021, 2.989], [2.130, 0.390, -0.615], [1.295, -0.041, -1.630], [-0.333, 1.155, -3.549], [-0.336, 0.649, -5.237], [-1.800, 0.466, -4.255], [-0.726, -1.274, -2.881], [-0.607, -1.711, -4.596], [3.621, -1.317, -3.723], [5.116, -0.543, -1.870], [6.040, -1.618, 1.055], [4.629, -2.310, 0.232], [4.956, -2.721, 1.937], [2.492, -2.662, 0.875], [0.159, -2.760, 1.500], [-1.634, -2.936, 2.919], [-2.906, -1.726, 3.201], [-2.632, -2.423, -1.644], [-3.738, -1.787, -3.752], [-6.215, 0.400, -4.202], [-4.894, 1.490, -4.601], [-4.837, -0.198, -5.128], [-5.051, 1.891, -2.020], [-4.769, 1.197, 1.084], [-2.958, 3.059, -0.477], [-4.472, 3.392, 0.378], [-2.359, 5.250, 1.078], [-3.901, 5.006, 1.937], [-2.372, 4.888, 2.818], [-0.768, 3.412, 1.168], [-1.177, 2.661, 2.725], [-0.529, 0.814, 1.408], [-1.257, 1.456, -0.064], [-2.862, 0.494, 2.338], [0.680, 0.639, 4.040], [3.072, 0.742, 3.386], [1.734, 0.889, 0.255], [0.231, 0.101, -1.528]],
  "forces_ev_per_a": [[0.26, -0.31, 0.09], [-0.47, 0.20, -0.03], [0.35, 0.00, 0.00], [0.25, 0.03, 0.12], [-0.17, -0.01, -0.02], [0.05, -0.03, -0.13], [0.46, 0.27, 0.68], [-0.08, -0.04, -0.29], [-0.03, -0.32, -0.17], [-0.30, -0.15, 0.00], [0.48, 0.97, -0.32], [0.38, -0.26, -0.18], [-0.73, -0.19, 0.39], [0.35, 0.18, 0.11], [-0.37, -0.04, 0.13], [0.28, 0.02, -0.02], [0.19, 0.21, 0.04], [-0.12, -0.34, 0.05], [0.21, -0.10, 0.33], [-0.04, -0.18, 0.00], [-0.14, 0.02, -0.05], [-0.25, 0.07, -0.46], [0.07, -0.19, 0.06], [-0.09, 0.17, 0.04], [-0.01, -0.01, -0.06], [-0.05, -0.01, 0.04], [0.14, -0.19, 0.02], [0.15, -0.18, 0.12], [-0.06, 0.04, -0.03], [-0.04, -0.15, 0.07], [-0.10, -0.01, -0.06], [-0.05, -0.06, 0.03], [0.15, -0.07, 0.03], [-0.17, 0.07, 0.24], [0.32, 0.46, 0.32], [-0.21, -0.09, -0.06], [-0.16, -0.15, 0.02], [-0.04, 0.11, -0.08], [-0.16, -0.08, -0.16], [-0.02, 0.10, 0.06], [0.02, 0.04, -0.10], [-0.12, 0.04, 0.01], [0.10, -0.03, -0.10], [-0.01, 0.04, 0.16], [0.06, -0.04, -0.10], [0.12, -0.06, -0.09], [0.00, -0.24, -0.01], [-0.01, -0.07, 0.02], [-0.03, 0.03, 0.00], [0.06, -0.05, -0.11], [-0.11, -0.09, -0.04], [-0.06, 0.17, -0.12], [0.12, -0.05, -0.07], [0.04, -0.03, 0.01], [0.00, -0.07, -0.12], [-0.08, 0.01, -0.08], [-0.01, 0.05, -0.09], [-0.01, -0.01, -0.10], [-0.08, 0.15, -0.03], [0.06, 0.01, 0.02], [-0.04, 0.03, 0.00], [0.05, 0.01, -0.06], [0.02, 0.00, -0.01], [-0.02, 0.09, 0.02], [0.02, 0.10, 0.04], [-0.04, 0.01, 0.05], [0.12, 0.03, -0.04], [-0.02, 0.00, -0.08], [0.01, -0.03, -0.06], [-0.04, -0.02, -0.10], [-0.05, 0.11, 0.10], [0.04, 0.05, 0.09], [-0.17, 0.04, 0.10], [-0.14, 0.03, -0.02]],
  "total_energy_ev": -57221.1854,
  "homo_energy_ev": -8.36,
  "smiles": "CCOc1ccc(S(=O)(=O)N(C)c2ccc(OCC(=O)N3c4ccc(C)cc4[C@@H]4CN(C)CC[C@@H]43)cc2)cc1",
  "gap_ev": 9.0,
  "total_charge": 0
}